1.
Here is a molecular structure, C3H8N5S from the Open Molecules 2025 dataset. Energies are from ωB97M-V with the def2-TZVPD basis set.

XYZ file:
```
17
Properties=species:S:1:pos:R:3:nbo_charge:R:1
C -1.965 -3.145 -0.061 0.235
C 1.144 0.899 1.087 0.608
C -0.142 0.628 -0.955 0.370
N -1.346 -2.220 -0.251 -0.462
N 1.321 2.069 0.589 -0.752
N 0.222 0.187 0.219 -0.613
N 1.699 0.123 2.033 -0.767
N -1.137 0.048 -1.610 -0.748
S 0.708 1.929 -1.685 0.259
H -2.455 -4.035 0.401 0.281
H 1.914 2.818 1.035 0.407
H -0.228 -0.711 0.560 0.439
H 2.192 0.565 2.722 0.413
H 1.132 -0.686 2.299 0.400
H -1.554 0.458 -2.429 0.435
H -1.504 -0.691 -1.036 0.422
H -0.001 1.765 -2.917 0.073
```

Output
Highest occupied orbital energy   -13.2 eV
Charge   +1

2.
Here is a molecular structure, C32H25Cl5FHgN4O5SSe from the Open Molecules 2025 dataset. Energies are from ωB97M-V with the def2-TZVPD basis set.

XYZ file:
```
75
Properties=species:S:1:pos:R:3:mulliken_spin:R:1
Hg -0.302 -1.421 -1.416 0.003
C -4.574 -4.235 4.310 0.000
C -3.465 -3.388 4.922 0.000
C -4.054 -2.350 5.867 0.000
C -2.953 -1.521 6.501 0.000
C -2.098 -0.899 5.433 0.000
C -1.420 0.278 5.658 0.000
C -0.630 0.828 4.657 0.000
F 0.021 1.982 4.933 0.000
C -0.501 0.242 3.431 0.000
C -1.186 -0.952 3.178 0.000
C -1.027 -1.571 1.835 0.000
O -0.322 -0.979 1.011 0.002
C -1.702 -2.831 1.662 0.000
C -2.443 -3.306 2.696 0.000
N -2.654 -2.709 3.895 0.000
C -1.985 -1.522 4.175 0.000
C -1.703 -3.761 0.434 0.000
O -2.058 -4.924 0.662 0.000
O -1.412 -3.290 -0.698 0.000
H -5.245 -4.557 5.107 0.000
H -4.203 -5.127 3.810 0.000
H -5.148 -3.651 3.589 0.000
H -2.799 -4.040 5.503 0.000
H -4.640 -2.869 6.629 0.000
H -4.738 -1.708 5.303 0.000
H -2.338 -2.168 7.137 0.000
H -3.365 -0.744 7.148 0.000
H -1.495 0.786 6.611 0.000
H 0.112 0.670 2.649 0.000
H -2.902 -4.268 2.535 0.000
Cl 5.150 -6.489 -3.721 0.000
C 4.080 -5.399 -2.903 0.000
C 2.963 -4.873 -3.547 0.000
Cl 2.651 -5.323 -5.191 0.000
C 2.103 -4.003 -2.901 0.000
Cl 0.734 -3.375 -3.750 0.000
C 2.301 -3.589 -1.542 0.001
O 1.554 -2.806 -0.893 -0.002
C 3.466 -4.153 -0.927 0.000
Cl 3.758 -3.693 0.711 0.000
C 4.315 -5.022 -1.581 0.000
Cl 5.700 -5.661 -0.756 0.000
C -1.562 3.506 -3.675 0.001
C -0.581 4.175 -2.720 -0.016
C -0.422 3.427 -1.395 0.004
N 0.031 2.043 -1.570 0.019
C 1.115 1.620 -2.209 0.020
S 1.216 -0.004 -2.826 0.006
N 2.156 2.407 -2.482 0.000
C 2.552 3.672 -1.874 0.243
O 2.413 3.812 -0.641 0.247
C 3.131 4.594 -2.781 -0.094
C 3.158 4.425 -4.197 0.204
C 3.760 5.360 -5.011 -0.114
C 4.359 6.510 -4.488 0.284
C 4.325 6.699 -3.097 -0.123
C 3.733 5.781 -2.264 0.203
H -1.641 4.057 -4.614 -0.002
H -2.559 3.434 -3.237 0.000
H -1.251 2.491 -3.921 0.002
H -0.906 5.192 -2.482 0.000
H 0.399 4.280 -3.193 0.018
H -1.396 3.335 -0.908 0.000
H 0.259 3.949 -0.729 0.002
H -0.720 1.361 -1.535 -0.006
H 2.845 1.973 -3.079 0.003
H 2.672 3.572 -4.655 0.050
H 3.756 5.198 -6.084 -0.009
H 4.826 7.239 -5.138 0.029
H 4.774 7.588 -2.667 -0.007
H 3.712 5.929 -1.193 0.036
Se -2.639 0.061 -1.018 0.000
C -3.304 0.279 -2.715 0.000
N -3.758 0.424 -3.768 0.000
```

Output
Highest occupied orbital energy (spin up / spin down)   -0.5 / -3.1 eV
Charge   -2
Spin multiplicity   2

3.
Here is C18H16N2O5S in the gas phase from the Open Molecules 2025 dataset. Energies are from ωB97M-V with the def2-TZVPD basis set.

XYZ file:
```
42
Properties=species:S:1:pos:R:3:nbo_charge:R:1
O -1.978 0.347 2.824 -0.608
C -2.491 -0.071 1.806 0.674
C -3.889 0.323 1.386 -0.738
S -3.660 1.264 -0.180 2.197
O -4.740 2.199 -0.325 -0.920
O -3.478 0.275 -1.216 -0.966
C -2.131 2.100 0.103 -0.479
C -1.914 2.986 1.122 0.056
N -0.591 3.278 1.196 -0.497
C 0.084 2.569 0.238 0.109
C 1.439 2.510 -0.057 -0.226
C 1.828 1.692 -1.096 -0.208
C 0.896 0.959 -1.835 -0.226
C -0.449 1.008 -1.547 -0.201
C -0.865 1.812 -0.488 -0.008
N -1.897 -0.872 0.888 -0.614
C -0.536 -1.189 0.774 0.148
C 0.418 -0.793 1.706 -0.250
C 1.752 -1.058 1.473 -0.218
C 2.159 -1.730 0.330 0.193
C 1.195 -2.186 -0.575 0.294
C -0.143 -1.904 -0.350 -0.286
O 1.527 -2.898 -1.698 -0.497
C 2.851 -3.383 -1.679 -0.097
C 3.805 -2.286 -1.209 -0.095
O 3.503 -1.917 0.117 -0.486
H -4.354 0.970 2.122 0.263
H -4.526 -0.525 1.152 0.261
H -2.628 3.423 1.792 0.232
H -0.167 3.881 1.881 0.422
H 2.159 3.083 0.507 0.215
H 2.876 1.622 -1.349 0.214
H 1.241 0.340 -2.649 0.215
H -1.174 0.448 -2.115 0.237
H -2.433 -1.050 0.043 0.427
H 0.115 -0.264 2.593 0.255
H 2.508 -0.736 2.170 0.226
H -0.865 -2.237 -1.079 0.224
H 2.927 -4.242 -0.999 0.180
H 3.080 -3.701 -2.698 0.201
H 3.707 -1.415 -1.872 0.175
H 4.840 -2.633 -1.208 0.202
```

Output
SMILES   O=C(CS(=O)(=O)c1c[nH]c2ccccc12)Nc1ccc2c(c1)OCCO2
Highest occupied orbital energy   -7.9 eV
Charge   0

4.
Here is C18H38O in the gas phase from the Open Molecules 2025 dataset. Energies are from ωB97M-V with the def2-TZVPD basis set.

XYZ file:
```
57
Properties=species:S:1:pos:R:3:nbo_charge:R:1
C 6.118 -6.159 0.239 -0.600
C 5.421 -5.426 1.379 -0.386
C 4.522 -4.303 0.867 -0.394
C 3.826 -3.566 2.009 -0.385
C 2.981 -2.378 1.544 -0.392
C 1.714 -2.798 0.801 -0.391
C 0.895 -1.613 0.286 -0.384
C 0.273 -0.770 1.397 -0.393
C -0.657 0.305 0.839 -0.392
C -1.249 1.179 1.942 -0.374
C -2.155 2.290 1.408 -0.408
C -3.511 1.774 0.928 -0.400
C -4.408 2.884 0.379 -0.383
C -3.931 3.510 -0.935 -0.410
C -3.972 2.548 -2.131 -0.410
C -2.642 1.847 -2.435 -0.407
C -1.764 2.586 -3.448 -0.420
C -1.238 3.929 -2.938 -0.063
O -0.553 3.823 -1.711 -0.723
H 5.386 -6.599 -0.435 0.200
H 6.739 -5.472 -0.333 0.200
H 6.751 -6.954 0.624 0.207
H 4.820 -6.135 1.953 0.193
H 6.172 -5.008 2.054 0.192
H 3.779 -4.728 0.191 0.193
H 5.125 -3.592 0.296 0.191
H 3.191 -4.265 2.558 0.193
H 4.588 -3.201 2.702 0.198
H 3.585 -1.739 0.896 0.191
H 2.700 -1.792 2.421 0.200
H 1.990 -3.418 -0.054 0.198
H 1.092 -3.404 1.464 0.192
H 0.093 -1.996 -0.350 0.197
H 1.533 -0.979 -0.335 0.190
H 1.060 -0.288 1.981 0.194
H -0.291 -1.420 2.070 0.193
H -1.459 -0.178 0.277 0.194
H -0.097 0.937 0.145 0.187
H -0.427 1.634 2.501 0.197
H -1.812 0.553 2.638 0.190
H -2.327 3.019 2.204 0.199
H -1.638 2.809 0.599 0.210
H -4.022 1.305 1.773 0.199
H -3.378 1.008 0.164 0.193
H -4.483 3.675 1.130 0.198
H -5.413 2.480 0.228 0.195
H -4.584 4.361 -1.145 0.203
H -2.923 3.898 -0.801 0.212
H -4.285 3.092 -3.025 0.199
H -4.736 1.792 -1.939 0.203
H -2.845 0.852 -2.841 0.205
H -2.075 1.719 -1.514 0.210
H -2.323 2.764 -4.368 0.205
H -0.909 1.948 -3.697 0.193
H -2.063 4.620 -2.756 0.178
H -0.582 4.374 -3.702 0.161
H 0.168 3.193 -1.818 0.463
```

Output
SMILES   CCCCCCCCCCCCCCCCCCO
Highest occupied orbital energy   -10.2 eV
Charge   0

5.
Here is C4H4N2O2 in the gas phase from the Open Molecules 2025 dataset. Energies are from ωB97M-V with the def2-TZVPD basis set.

XYZ file:
```
12
Properties=species:S:1:pos:R:3:nbo_charge:R:1
C 2.444 -0.398 0.824 -0.673
C 1.027 -0.444 0.644 0.439
N 0.398 -1.307 0.077 -0.146
O -1.027 -0.993 -0.108 -0.325
C -0.981 0.328 0.349 0.231
C -1.469 1.125 -0.760 0.197
N -1.495 1.157 -2.076 -0.222
O 0.347 0.728 0.599 -0.459
H 3.021 0.316 0.019 0.262
H 2.979 -1.293 0.561 0.259
H 2.690 -0.148 2.009 0.247
H -1.691 0.629 1.131 0.190
```

Output
SMILES   CC1=NO[C@H](C#N)O1
Highest occupied orbital energy   -10.1 eV
Charge   0

6.
Here is C3H2S2 in the gas phase from the Open Molecules 2025 dataset. Energies are from ωB97M-V with the def2-TZVPD basis set.

XYZ file:
```
7
Properties=species:S:1:pos:R:3:nbo_charge:R:1
C -1.569 -1.189 -0.033 -0.100
C -0.460 -0.712 0.051 -0.109
C 0.739 -0.047 0.128 -0.342
S 2.208 -0.623 -0.033 0.130
S 0.234 1.712 -0.024 0.080
H -2.559 -1.326 -0.147 0.224
H 1.408 2.185 0.059 0.116
```

Output
SMILES   C#CC(=S)S
Highest occupied orbital energy   -9.2 eV
Charge   0

Energy relative to the best compared isomer or geometry (same formula, charge and spin) for every record listed, in sequence, given in kJ/mol: 0.00 95.39 125.58 11.86 622.45 66.28.
F_max for every record listed, in sequence, given in eV/Å: 3.78 0.35 0.92 0.60 14.69 3.77.
Calculated total energy for every record listed, in sequence, given in eV: -21519.2363 -195478.3001 -42978.4934 -21330.6656 -11282.0884 -24810.7935.